1.
Formula: C4H9N2
Source: the Open Molecules 2025 dataset
Level of theory: wB97M-V/def2-TZVPD

Structure (XYZ):
```
15
Properties=species:S:1:pos:R:3
C 2.429 0.235 -0.697
N -2.908 0.082 -0.748
C -0.749 -0.206 0.032
H 0.618 0.876 1.445
C 0.423 0.164 0.672
N 1.724 -0.577 0.377
H 2.014 1.236 -0.641
H 3.472 0.106 -0.669
H -0.739 -0.981 -0.722
H 1.530 -1.530 0.056
H -3.546 0.507 1.223
C -3.724 0.224 0.109
H 2.139 -0.305 1.351
H -4.841 0.233 -0.106
H 2.160 -0.064 -1.681
```

As for the charge: +1. For the electronic energy, the calculation gives -266.83546 hartree. The calculation puts the relative energy (zero: lowest compared OMol25 entry of this formula, charge and spin) at 692.7 kJ/mol. The gap between HOMO and LUMO (spin up / spin down) is 8.266 / 9.745 eV.

=====

2.
Formula: C5H10O2
Source: the Open Molecules 2025 dataset
Level of theory: wB97M-V/def2-TZVPD

Structure (XYZ):
```
17
Properties=species:S:1:pos:R:3
H 1.770 -0.996 -0.335
H 0.515 1.383 1.143
O -0.525 -1.779 0.623
H 0.171 -2.120 1.200
C -0.325 0.884 -0.806
C -1.579 0.221 -0.192
H -1.062 -0.266 1.940
C 1.838 -0.111 0.303
H -0.412 1.964 -1.004
H 2.263 -0.401 1.273
C 0.466 0.514 0.474
H 2.533 0.590 -0.171
H -0.516 0.075 -2.558
C -0.709 -0.410 0.907
H -2.313 0.941 0.184
H -2.081 -0.518 -0.825
O 0.203 0.211 -1.927
```

As for the charge: 0. For the electronic energy, the calculation gives -346.95565 hartree. The calculation puts the relative energy (zero: lowest compared OMol25 entry of this formula, charge and spin) at 183.2 kJ/mol. The gap between HOMO and LUMO is 10.398 eV.

=====

3.
Formula: C61H50CrN6O2S2Te
Source: the Open Molecules 2025 dataset
Level of theory: wB97M-V/def2-TZVPD

Structure (XYZ):
```
123
Properties=species:S:1:pos:R:3
C -2.975 1.469 -0.598
H 6.501 2.277 -0.890
H 2.724 -2.147 -5.594
H 2.744 6.462 -0.639
C -0.294 -0.973 -3.685
C -2.862 0.420 2.782
H -2.455 -0.876 0.468
H 4.902 0.900 0.377
H 1.997 -0.559 2.125
H -6.284 -1.249 -1.941
C 3.920 0.121 -1.362
C 5.770 1.676 -1.419
C 4.496 -2.710 2.872
O 1.938 0.415 -0.182
C 0.205 -4.348 0.518
C -0.067 3.413 -0.587
O -0.703 0.528 1.801
C -2.472 3.680 -1.425
C 0.805 0.039 -5.548
C -6.567 -3.434 -0.206
H 1.612 -1.155 -2.156
C -4.455 -5.142 -0.731
N 5.798 -1.210 -6.586
H 0.148 5.352 -1.378
C 1.152 -3.706 -0.259
H 5.970 -3.423 1.479
C 1.781 4.561 -0.224
C -1.480 -2.193 4.167
H -1.333 -3.645 5.736
C 0.113 -2.074 5.965
N 0.041 -1.614 0.041
H 3.040 1.991 1.623
H -5.327 -0.845 -0.509
C 5.096 -2.800 1.621
H -7.495 -5.108 0.754
C -4.393 -3.818 -1.166
H -6.008 2.485 3.741
N -0.203 0.130 -2.940
C -0.892 -2.241 0.785
C 0.180 -1.066 -4.983
C 3.120 -0.480 -6.912
H 4.737 5.828 0.683
H 2.904 -1.827 4.005
C -5.562 -5.607 -0.042
C -4.062 -0.214 3.098
H -3.438 0.569 -0.230
C 4.869 0.903 -0.707
H -5.602 -6.639 0.284
C 3.473 -1.555 -6.106
H 0.491 2.070 -2.875
C 2.975 2.960 1.146
H -2.322 -3.242 -1.209
H -6.113 0.011 3.678
C 4.582 -2.084 0.553
N -1.702 1.708 -0.502
C -0.934 -2.724 5.327
C 3.463 -1.265 0.713
C -6.623 -4.748 0.223
H 4.880 3.650 1.805
H 3.187 -0.475 -3.303
C -3.936 2.547 3.175
H 6.453 2.271 -3.368
C 4.816 -1.867 -5.969
C 0.064 -0.366 4.266
H -2.893 -3.949 -2.726
C -1.418 2.985 -0.936
H -1.611 -4.058 1.639
C 1.051 -2.341 -0.486
C -5.131 1.909 3.472
C -5.189 0.523 3.436
S -3.886 2.730 -1.289
C 5.742 1.676 -2.808
H 0.278 -5.410 0.715
C -0.982 -1.012 3.619
H -2.311 -2.709 3.701
H 1.989 -4.243 -0.687
C 2.096 -1.657 -1.321
H -7.397 -2.764 -0.008
H -3.630 -5.814 -0.945
C -0.837 -3.602 1.038
C 5.445 -0.195 -7.370
C -1.605 -0.375 2.378
N 0.537 4.589 -0.852
Te -3.664 -1.357 -2.595
H 5.117 -2.693 -5.332
C 2.871 -1.179 1.965
C 3.903 0.124 -2.751
H 0.446 0.559 3.855
H 1.413 -0.368 5.931
C 0.605 -0.891 5.433
C 2.864 -0.598 -0.520
H 1.401 2.074 -5.175
C 0.395 1.183 -3.495
C 3.386 -1.899 3.039
S 1.429 -0.015 -7.216
H 2.777 -2.409 -1.719
H 0.077 -1.987 -5.542
H -0.735 -1.847 -3.211
C 3.992 3.886 1.233
C 1.856 3.317 0.398
C -2.023 -1.413 1.312
H -2.800 -2.079 1.679
Cr 0.189 0.544 0.211
C -3.170 -3.310 -1.889
H -1.880 2.307 2.593
H -4.135 -1.296 3.096
H 6.251 0.331 -7.873
H -2.507 4.690 -1.803
H 5.062 -2.150 -0.418
C -5.403 -1.521 -1.364
H -3.875 3.629 3.214
C 0.914 1.190 -4.782
C -2.811 1.809 2.832
H 3.907 1.065 -8.192
C 4.131 0.216 -7.558
H 0.535 -2.482 6.874
C 4.809 0.896 -3.472
H 4.896 -3.268 3.709
N 0.674 2.624 0.149
H 4.786 0.879 -4.555
C 3.912 5.134 0.590
C 2.806 5.498 -0.151
C -5.456 -2.959 -0.902
```

As for the charge: +1. The spin multiplicity is 4. For the electronic energy, the calculation gives -4942.34739 hartree. The expectation value of S² is 3.779. The calculation puts the relative energy (zero: lowest compared OMol25 entry of this formula, charge and spin) at 55.2 kJ/mol. The gap between HOMO and LUMO (spin up / spin down) is 7.647 / 7.621 eV.

=====

4.
Formula: C2H4FNO2
Source: the Open Molecules 2025 dataset
Level of theory: wB97M-V/def2-TZVPD

Structure (XYZ):
```
10
Properties=species:S:1:pos:R:3
C 1.018 0.809 -0.322
H -1.811 -0.843 0.129
O 1.461 0.652 0.913
N -0.837 -0.487 0.205
H -0.322 -1.133 -0.301
F 1.415 -0.377 -1.005
C -0.569 0.856 -0.336
H 0.874 -0.074 1.231
O -1.278 1.752 -0.620
H 1.537 1.635 -0.820
```

As for the charge: 0. For the electronic energy, the calculation gives -383.70269 hartree. The calculation puts the relative energy (zero: lowest compared OMol25 entry of this formula, charge and spin) at 44.0 kJ/mol. The gap between HOMO and LUMO is 11.208 eV.

=====

5.
Formula: C13H7BeBrCl3GeNO4S
Source: the Open Molecules 2025 dataset
Level of theory: wB97M-V/def2-TZVPD

Structure (XYZ):
```
32
Properties=species:S:1:pos:R:3
C -1.692 -1.096 3.318
C -0.371 0.301 -2.481
C 1.880 0.689 -2.343
Br -1.927 -0.260 -1.609
C 0.744 1.274 -4.337
O 4.152 0.986 -1.709
C 1.922 1.241 -3.603
H -1.376 0.834 -4.294
H -0.698 -4.294 1.463
S 0.737 -2.320 0.277
C -0.428 0.801 -3.770
H -2.990 -2.319 4.496
H 0.732 1.674 -5.346
C -0.286 0.331 1.933
N 0.760 0.202 -1.805
C -2.264 -2.289 3.695
O 0.295 0.547 0.801
H -2.323 -4.412 3.304
C 3.054 0.594 -1.384
Cl -1.994 3.498 0.546
C -0.999 -3.393 1.990
O -0.473 1.273 2.712
C -1.906 -3.452 3.016
Cl 0.760 5.067 2.024
Ge 0.157 3.096 0.994
Be 1.178 -0.333 -0.143
O 2.712 0.057 -0.265
C -0.416 -2.188 1.567
H 2.860 1.643 -3.962
Cl 0.937 3.450 -1.177
H -1.956 -0.181 3.827
C -0.783 -1.024 2.262
```

As for the charge: -1. The spin multiplicity is 2. For the electronic energy, the calculation gives -7300.19316 hartree. The expectation value of S² is 0.755. The calculation puts the relative energy (zero: lowest compared OMol25 entry of this formula, charge and spin) at 0.0 kJ/mol. The gap between HOMO and LUMO (spin up / spin down) is 7.426 / 5.639 eV.

=====

6.
Formula: C36H64Cl12O12S2
Source: the Open Molecules 2025 dataset
Level of theory: wB97M-V/def2-TZVPD

Structure (XYZ):
```
126
Properties=species:S:1:pos:R:3
H -0.391 -10.205 22.442
C -2.510 -7.276 23.631
H 1.437 -8.571 27.515
H -0.747 -5.947 27.121
C -3.161 -11.167 27.071
H -3.104 -12.183 27.460
Cl 6.658 -11.647 25.391
H 7.907 -10.961 28.398
H 5.019 -7.514 30.914
H 1.819 -11.446 22.034
C 5.606 -8.963 33.449
Cl 3.670 -13.146 26.298
H 1.389 -3.465 29.481
O 1.167 -6.172 27.887
C 4.515 -9.513 31.535
H -1.087 -7.730 22.088
Cl 2.066 -15.911 24.851
C 4.337 -7.992 31.616
H 3.873 -7.684 33.710
C -1.189 -5.533 22.523
H 4.520 -7.204 26.079
C 2.993 -4.888 24.444
C 1.453 -3.952 28.508
H 9.984 -9.366 24.588
O 4.042 -10.331 30.666
Cl 4.749 -4.504 22.290
Cl 7.799 -8.698 30.595
H 1.974 -14.325 27.313
Cl 9.816 -12.852 24.369
H 5.563 -8.551 26.360
H -0.400 -7.356 23.607
H 6.928 -13.579 24.082
H 5.416 -6.813 33.155
Cl -1.174 -9.737 20.279
H 3.669 -7.778 28.118
C 9.243 -8.740 25.085
C 7.151 -8.046 21.092
H 8.736 -11.267 22.916
H -2.352 -12.908 24.994
C 7.590 -6.712 20.542
Cl 6.584 -8.048 22.745
C 2.303 -9.152 27.197
C 1.967 -13.617 26.484
O 9.266 -6.577 25.987
O 1.704 -10.417 24.822
S -1.383 -10.584 26.793
H 9.031 -10.644 30.789
H 2.439 -3.978 24.214
C 1.429 -14.278 25.188
H -0.712 -3.980 28.573
H 5.391 -9.337 34.450
C 0.102 -4.070 27.854
H 8.302 -6.340 21.279
Cl 8.359 -7.049 19.018
O 9.483 -6.667 23.779
H 2.204 -3.525 27.844
C 9.260 -8.836 26.622
H -4.630 -11.902 25.504
H 2.309 -5.441 25.087
C 7.432 -11.115 29.367
H 3.314 -7.644 31.480
C 9.394 -7.250 24.877
H -1.839 -4.391 24.240
C -1.404 -10.997 25.031
H -3.898 -10.351 25.217
O -3.041 -8.330 23.832
H 8.381 -9.423 26.887
H 6.340 -12.285 23.154
H -0.045 -3.271 27.128
H -0.236 -5.031 22.694
C -2.291 -4.945 23.417
H -0.498 -11.524 24.736
O -3.030 -6.070 23.961
O 5.207 -10.018 32.576
C 4.515 -8.284 26.225
H 8.019 -8.689 21.235
C 9.284 -7.451 27.159
H 4.403 -9.988 25.223
C 4.778 -7.696 33.104
H 8.317 -9.145 24.677
C 1.309 -10.851 21.277
H -0.698 -11.697 21.495
C 7.107 -12.521 23.892
H 6.374 -10.852 29.336
H 6.668 -8.723 33.389
H 1.563 -13.627 24.324
C -2.639 -11.901 24.690
Cl 4.300 -4.516 25.573
H 1.288 -12.800 26.729
H 6.403 -8.549 20.478
H 8.398 -7.204 27.743
H 0.468 -5.295 26.071
O 1.544 -7.894 24.960
O -1.174 -9.123 26.757
Cl 7.620 -12.926 29.530
H -2.932 -11.883 23.641
H -1.322 -10.065 24.472
O -0.480 -11.413 27.503
H 2.610 -5.698 22.589
Cl 2.033 -9.236 21.350
H 6.804 -5.957 20.526
O 2.646 -5.889 29.505
C 3.994 -9.000 25.012
H -2.995 -4.272 22.928
H 1.444 -11.250 20.272
H 10.186 -9.391 26.775
C 8.499 -12.250 23.322
S 2.145 -9.128 25.359
C 3.531 -5.594 23.164
H -1.502 -5.321 21.501
H 10.095 -7.370 27.883
C -0.246 -10.706 21.484
C -1.181 -7.031 22.920
H 4.302 -9.409 28.124
H -3.621 -10.521 27.819
H 7.415 -10.957 31.473
C 0.218 -5.440 27.123
H 3.976 -6.530 23.501
C -3.700 -11.346 25.615
C 1.846 -5.401 28.697
H 2.073 -10.183 27.466
H 8.566 -12.838 22.406
C 7.961 -10.480 30.659
H 4.329 -8.682 24.024
H 0.363 -14.376 25.395
C 3.735 -8.693 27.529
```

As for the charge: -1. The spin multiplicity is 2. For the electronic energy, the calculation gives -8631.64589 hartree. The expectation value of S² is 0.750. The gap between HOMO and LUMO (spin up / spin down) is 1.312 / 9.604 eV.